Entry 1:
This record from OMol25 describes a structure of composition C38H34IN2PS2Sr. The level of theory is ωB97M-V/def2-TZVPD.

```
79
Properties=species:S:1:pos:R:3
Sr 0.437 -0.639 0.822
C 0.502 -1.065 -2.360
N 1.576 -1.563 -1.480
C 1.537 -3.033 -1.404
C 0.335 -3.609 -0.673
N 0.258 -3.257 0.751
C -0.974 -3.819 1.328
C 1.404 -3.657 1.559
C 2.183 -4.753 1.187
C 3.269 -5.155 1.942
C 3.579 -4.458 3.102
C 2.796 -3.391 3.494
C 1.683 -2.962 2.754
S 0.703 -1.647 3.415
C 2.867 -1.060 -1.956
C 3.764 -1.914 -2.597
C 4.974 -1.437 -3.085
C 5.296 -0.100 -2.954
C 4.398 0.749 -2.322
C 3.187 0.294 -1.817
S 0.927 2.593 -2.519
H 0.540 -1.556 -3.341
H 0.601 0.012 -2.505
H -0.485 -1.260 -1.925
H 2.447 -3.362 -0.907
H 1.531 -3.467 -2.413
H 0.338 -4.697 -0.818
H -0.596 -3.263 -1.132
H -0.964 -4.914 1.270
H -1.839 -3.445 0.777
H -1.054 -3.507 2.368
H 1.945 -5.308 0.289
H 3.863 -6.001 1.626
H 4.429 -4.751 3.704
H 3.024 -2.856 4.406
H 3.543 -2.962 -2.736
H 5.655 -2.122 -3.573
H 6.235 0.281 -3.336
H 4.648 1.800 -2.218
I 2.049 1.833 -0.614
C 0.950 3.448 0.667
C 1.908 4.095 1.402
C 1.672 5.322 2.065
C 0.464 5.930 1.923
C -0.573 5.303 1.185
C -1.820 5.954 1.037
C -2.846 5.359 0.364
C -2.683 4.049 -0.124
C -1.491 3.381 0.006
P -1.433 1.599 -0.390
C -2.148 0.865 1.146
C -2.684 -0.430 1.110
C -3.035 -1.092 2.279
C -2.828 -0.490 3.511
C -2.271 0.779 3.563
C -1.933 1.452 2.396
C -2.770 1.310 -1.606
C -4.116 1.188 -1.257
C -5.077 0.956 -2.230
C -4.705 0.844 -3.563
C -3.370 0.965 -3.920
C -2.406 1.192 -2.947
C -0.359 4.021 0.605
H 2.915 3.683 1.448
H 2.464 5.789 2.638
H 0.269 6.898 2.368
H -1.942 6.941 1.467
H -3.793 5.866 0.237
H -3.525 3.562 -0.596
H -2.871 -0.906 0.150
H -3.468 -2.083 2.226
H -3.081 -1.013 4.423
H -2.091 1.252 4.520
H -1.504 2.446 2.453
H -4.417 1.274 -0.220
H -6.118 0.867 -1.947
H -5.455 0.664 -4.322
H -3.075 0.882 -4.958
H -1.363 1.302 -3.219
```

The net charge is 0. Its electronic energy is -3044.06022 a.u. For the HOMO-LUMO gap, the calculation gives 7.48 eV. The maximum force comes out at 0.00222 Eh/bohr. The calculation puts the LUMO energy at 0.074 eV. The energy above the lowest of the compared OMol25 structures with the same formula, charge and spin comes out at 3.543 eV.

Entry 2:
This record from OMol25 describes a structure of composition C18H29N2O4PRe. The level of theory is ωB97M-V/def2-TZVPD.

```
55
Properties=species:S:1:pos:R:3
Re 0.857 0.041 0.514
C 0.843 1.131 -1.200
O 0.896 1.756 -2.186
C 2.678 -0.481 0.112
O 3.772 -0.832 -0.146
C 1.070 -0.959 2.274
O 1.276 -1.501 3.288
C 0.002 -1.992 -2.514
P -0.325 -1.749 -0.692
H -2.803 -1.890 -0.467
H -0.339 -1.036 -2.930
C -0.478 -3.475 0.006
H -1.071 -4.059 -0.709
C -0.806 -3.127 -3.158
H -1.871 -3.072 -2.909
H -0.434 -4.106 -2.838
H -0.711 -3.079 -4.249
C 1.500 -2.104 -2.830
H 1.924 -3.046 -2.472
C -2.053 -0.201 0.671
H 2.061 -1.287 -2.371
H 1.648 -2.061 -3.916
C -2.492 -0.228 -1.807
H -1.297 0.619 0.550
H -2.991 0.350 0.818
H -1.844 -0.773 1.576
C -2.080 -1.074 -0.597
H -3.465 0.240 -1.614
H -2.585 -0.827 -2.716
H -1.767 0.571 -1.994
C -1.205 -3.479 1.357
H -0.681 -2.856 2.087
H -1.232 -4.501 1.752
H -2.238 -3.129 1.273
C 0.918 -4.099 0.148
H 1.557 -3.464 0.769
H 1.411 -4.228 -0.820
H 0.840 -5.084 0.623
H -4.418 2.311 0.827
H -4.116 2.882 1.195
N 0.634 6.810 1.410
C 0.243 5.571 1.011
O -0.716 5.476 0.261
C 0.958 4.324 1.436
C 2.044 4.360 2.331
C 2.704 3.191 2.679
C 2.296 1.987 2.124
N 1.247 1.925 1.256
C 0.563 3.064 0.918
H 0.124 7.642 1.080
H 1.441 6.974 2.024
H 2.407 5.272 2.777
H 3.540 3.216 3.368
H 2.832 1.087 2.391
H -0.267 3.002 0.229
```

The spin multiplicity is 4. The net charge is +4. Its electronic energy is -1531.62824 a.u. For the HOMO-LUMO gap (alpha / beta), the calculation gives 7.69 / 4.79 eV. The maximum force comes out at 0.14266 Eh/bohr. The calculation puts the LUMO energy (alpha / beta) at -14.531 / -17.373 eV. Its expectation value of S² is 3.81.

Entry 3:
This record from OMol25 describes a cluster of 8 separate species, C4H20O8 in total. The level of theory is ωB97M-V/def2-TZVPD.

```
32
Properties=species:S:1:pos:R:3
C -3.061 1.168 0.492
C -1.763 1.361 0.517
C -0.890 1.728 -0.601
C 0.176 2.525 -0.487
O 1.088 2.566 -1.523
H -3.751 0.834 1.291
H -3.611 0.919 -0.410
H -1.338 1.450 1.510
H -1.018 1.356 -1.612
H 0.560 2.971 0.416
H 1.980 2.369 -1.188
H -0.018 -0.400 -3.167
H -1.162 0.034 -4.281
O -0.947 -0.348 -3.410
H 3.203 -0.093 2.105
H 3.081 -1.472 1.362
O 3.632 -0.653 1.456
H 3.879 2.130 -0.465
H 3.885 0.694 0.362
O 3.543 1.225 -0.387
H -0.940 -2.844 3.451
H -0.452 -1.882 2.325
O -0.180 -2.565 2.958
H -2.543 -0.829 1.721
H -2.224 -1.693 0.424
O -1.854 -1.246 1.202
H 1.841 -3.076 2.218
H 1.441 -2.949 0.822
O 2.241 -2.863 1.355
H -3.238 -1.380 -2.556
H -2.141 -0.456 -2.044
O -3.055 -0.745 -1.836
```

Its SMILES is C=C/C=C/O.O.O.O.O.O.O.O. The net charge is 0. Its electronic energy is -766.24491 a.u. For the HOMO-LUMO gap, the calculation gives 8.45 eV. The maximum force comes out at 0.05632 Eh/bohr. The calculation puts the LUMO energy at 0.293 eV. The energy above the lowest of the compared OMol25 structures with the same formula, charge and spin comes out at 2.316 eV.

Entry 4:
This record from OMol25 describes a structure of composition C13H30Li4N2O7. The level of theory is ωB97M-V/def2-TZVPD.

```
56
Properties=species:S:1:pos:R:3
Li 2.254 -1.507 -0.536
Li -3.179 -2.004 -0.932
Li -0.743 0.350 -2.110
Li 0.239 -2.712 -2.322
C -0.841 -1.522 -0.561
O 0.346 -1.135 -0.983
O -1.183 -2.719 -0.810
O -1.745 -0.641 -0.418
C -1.307 2.071 1.652
O -1.074 2.726 2.864
C -1.151 4.143 2.747
C -1.170 4.734 4.133
N 0.099 4.461 4.800
C 0.087 4.564 6.258
C 1.143 5.543 6.767
O 1.391 5.406 8.135
C 0.503 6.109 8.990
H -2.324 2.256 1.280
H -1.150 1.004 1.788
H -0.609 2.478 0.897
H -2.052 4.425 2.188
H -0.275 4.517 2.201
H -2.026 4.364 4.717
H -1.330 5.815 4.059
H 0.390 3.534 4.522
H 0.334 3.599 6.705
H -0.914 4.872 6.578
H 1.037 6.580 6.421
H 2.057 5.242 6.237
H 0.418 7.163 8.700
H 0.938 6.001 9.980
H -0.524 5.722 9.001
C -2.010 -5.300 -3.263
O -0.975 -5.401 -4.178
C 0.160 -6.104 -3.690
C 1.353 -5.601 -4.444
N 1.691 -4.224 -4.044
C 2.401 -3.420 -5.029
C 1.512 -2.732 -6.035
O 0.392 -2.146 -5.442
C -0.084 -1.012 -6.154
H -2.658 -6.179 -3.116
H -2.705 -4.561 -3.671
H -1.641 -5.076 -2.250
H -0.020 -7.167 -3.883
H 0.341 -5.937 -2.617
H 1.351 -5.799 -5.513
H 2.199 -6.237 -4.124
H 2.210 -4.257 -3.180
H 3.155 -4.006 -5.571
H 2.987 -2.680 -4.472
H 1.257 -3.478 -6.806
H 2.139 -2.043 -6.618
H -1.044 -0.751 -5.705
H -0.209 -1.174 -7.222
H 0.560 -0.154 -5.923
```

The net charge is +2. Its electronic energy is -1179.20476 a.u. For the HOMO-LUMO gap, the calculation gives 4.11 eV. The maximum force comes out at 0.06572 Eh/bohr. The calculation puts the LUMO energy at -7.509 eV. The energy above the lowest of the compared OMol25 structures with the same formula, charge and spin comes out at 1.416 eV.

electronic energy of number 1 (C38H34IN2PS2Sr)? -3044.06022 a.u.